Record 1
A single C10H9ClO3S molecule at a distorted geometry, computed with wB97M-V/def2-TZVPD.

```
24
Properties=species:S:1:pos:R:3:forces:R:3:mulliken_charge:R:1
C -0.779301 0.421126 1.988295 0.1 0.2 0.0 -0.330
Cl 3.043372 2.496530 -1.869509 0.1 0.0 -0.1 -0.238
H -1.467600 -0.463518 3.808536 0.0 0.0 0.1 0.407
C -1.477926 -0.729523 -0.016655 0.0 0.2 0.3 0.510
H -2.639852 -2.511158 0.226246 -0.1 -0.1 -0.1 0.494
H 1.709714 -0.404685 0.811593 0.1 -0.1 0.1 0.317
H 2.894327 0.832042 0.340862 0.0 0.0 0.0 0.307
O -1.885108 -1.361460 -2.296156 0.1 0.3 0.1 -0.536
O -1.041516 0.663825 -1.824171 -0.1 0.9 -0.3 -0.370
H -0.262269 1.238943 2.463536 0.1 0.1 0.1 0.477
O -0.228876 2.672221 -0.643749 0.0 0.2 0.0 -0.694
C 2.037372 1.019159 -2.315617 -0.1 0.2 -0.5 -0.778
S 0.011313 1.262462 -0.676142 0.1 -2.0 -0.4 0.949
C 1.389025 0.347176 -1.177223 -0.5 1.3 1.5 0.399
C -0.812671 0.311264 0.616815 0.4 -0.3 -0.5 -0.058
H 1.302448 1.390461 -3.028598 0.2 0.0 -0.1 0.338
H 2.973712 -0.781051 -0.360982 0.0 -0.1 0.1 0.390
C -1.454464 -0.540794 2.732392 0.1 0.1 -0.1 -0.490
C -2.106493 -1.595607 2.109431 -0.1 -0.1 -0.1 -0.463
C -1.486224 -0.574485 -1.492986 -0.5 -0.9 -0.1 0.313
H 2.739834 0.351303 -2.810902 -0.1 0.0 0.0 0.412
C 2.290742 -0.005182 -0.016894 0.0 -0.1 0.0 -1.198
H -2.623613 -2.333807 2.705464 0.0 0.0 0.1 0.399
C -2.125945 -1.705244 0.726412 0.1 0.2 -0.2 -0.556
```
Positions in Å, forces in eV/Å.

Computed properties:
LUMO level (eV): -0.5
Kohn-Sham gap (eV): 7.89



Record 2
C27H22N8O2STi as an isolated structure, computed with wB97M-V/def2-TZVPD.

```
61
Properties=species:S:1:pos:R:3:forces:R:3:mulliken_charge:R:1
H 5.081350 -3.684293 -1.817639 0.0 0.0 0.0 0.458
C -1.267743 -0.619595 4.401261 0.0 0.0 0.0 -0.500
C -0.346891 -2.250371 0.045461 0.1 0.0 -0.1 0.564
H 4.432441 -2.269666 -3.736139 0.0 0.0 0.0 0.440
C 3.930937 -2.560233 -0.398776 0.0 0.0 0.0 -0.938
H -2.866832 -1.156586 -1.474576 0.0 0.0 0.0 0.432
S -0.275780 -0.348433 1.943253 -0.1 0.0 0.1 1.978
C -3.511249 0.944592 3.822340 0.0 0.0 0.0 -0.822
C 2.244739 1.708223 -1.258092 0.1 0.0 0.0 -0.013
O -0.060376 0.937745 1.139405 0.0 0.1 0.0 -0.486
H -0.389783 -1.216278 4.607556 0.0 0.0 0.0 0.497
O 0.903161 -0.951377 2.463880 0.0 0.0 0.0 -0.636
H -5.076079 1.162888 5.898470 0.0 0.0 0.0 0.202
N -4.267641 0.591387 6.066894 0.0 0.0 0.0 -0.438
C 1.277930 2.719759 -1.405605 0.0 0.0 -0.1 0.614
C 0.423859 -2.819807 -2.057243 0.0 0.0 0.0 -0.263
N 1.785627 0.380851 -1.095344 -0.3 0.3 -0.2 0.927
N -0.892670 -1.128800 0.649861 0.1 0.1 -0.1 -0.053
C 4.410852 -2.848783 -1.668458 0.0 0.0 0.0 -0.512
H 0.631326 -2.523747 -3.076507 0.0 0.0 0.0 0.532
C -2.574829 0.732137 2.849361 0.0 0.0 0.0 -0.555
H 0.610188 -5.298173 0.205314 0.0 0.0 0.0 0.478
H -4.154715 0.209055 6.989067 0.0 0.0 0.0 0.206
N -1.007215 2.846630 -1.786731 0.0 0.0 -0.1 -1.120
H 0.834184 4.805330 -1.692626 0.0 0.0 0.0 0.513
C -1.447258 -0.050241 3.133683 0.1 0.0 -0.1 -0.008
C 3.082836 -1.477542 -0.203304 0.0 0.0 0.0 0.221
H -5.405436 2.083222 -2.672937 0.0 0.0 0.0 0.449
C -3.033409 -0.113153 -1.706249 0.0 0.0 0.0 -0.187
H 4.229957 -3.166262 0.446272 0.0 0.0 0.0 0.507
H 2.719981 -1.224924 0.786803 0.0 0.0 0.0 0.530
Ti -0.046574 0.179066 -0.700613 -0.4 -0.4 0.0 -0.457
H -2.070959 -0.837087 6.356716 0.0 0.0 0.0 0.330
C 3.194916 -0.974112 -2.566538 0.0 0.0 0.0 0.153
C 2.714670 -0.695962 -1.291349 0.0 -0.1 0.2 -0.653
C 1.612703 4.064646 -1.573715 0.1 0.0 0.0 -0.612
N -0.100226 -3.411850 0.599856 0.0 0.0 0.0 -0.614
H -4.379718 1.556215 3.616101 0.0 0.0 0.0 0.333
H 4.962697 3.687966 -1.423332 0.0 0.0 0.0 0.435
C 4.046805 -2.052770 -2.748838 0.0 0.0 0.0 -0.871
H -3.415554 3.611658 -2.457362 0.0 0.0 0.0 0.556
C -2.206665 -0.405750 5.373834 0.0 0.0 0.0 -0.808
N -0.105585 -1.896129 -1.235643 0.1 0.0 -0.1 0.298
H 2.909582 -0.346808 -3.403004 0.0 0.0 0.0 0.515
H -5.102523 -0.345805 -2.182770 0.0 0.0 0.0 0.457
C 0.410263 -4.325061 -0.227612 0.0 0.0 0.0 -0.393
H -2.700233 1.180010 1.871614 0.0 0.0 0.0 0.383
H 4.356439 1.323405 -1.157076 0.0 0.0 0.0 0.557
H 3.243471 5.436418 -1.692345 0.0 0.0 0.0 0.433
C -3.349231 0.380120 5.110522 0.0 0.0 0.0 1.024
C -2.147426 2.010954 -1.862096 0.0 0.0 0.0 0.111
C -4.442336 1.697497 -2.366921 0.0 0.0 0.0 -0.327
C 2.946261 4.404304 -1.574825 0.0 0.0 0.0 -0.683
C 0.677256 -4.081355 -1.576229 0.0 0.0 0.0 -0.597
C -4.279983 0.349108 -2.096031 0.0 0.0 0.0 -0.891
C -3.351430 2.553504 -2.248845 0.0 0.0 0.0 -0.509
H 1.083501 -4.853847 -2.211157 0.0 0.0 0.0 0.463
N -0.005271 2.197425 -1.442628 0.1 -0.1 0.1 1.078
C 3.584755 2.071585 -1.271171 0.0 0.0 0.0 -0.568
C 3.917164 3.409320 -1.424200 0.0 0.0 0.0 -0.717
N -1.978209 0.699810 -1.593014 0.1 0.1 0.2 0.553
```
Positions in Å, forces in eV/Å.

Computed properties:
Net charge: +2
LUMO level (eV): -7.8
Kohn-Sham gap (eV): 5.60



Record 3
A 6-piece molecular cluster, C4H21N2O5 overall at a distorted geometry, computed with wB97M-V/def2-TZVPD.

```
32
Properties=species:S:1:pos:R:3:forces:R:3:mulliken_charge:R:1
C 0.698343 -0.962670 3.490291 0.2 -1.5 -1.8 0.021
H -1.679182 -0.234639 -0.047443 1.8 -0.9 0.6 0.367
C 1.065539 -0.076077 2.496889 -0.3 0.7 2.0 -0.577
H 2.779734 -0.958311 -0.484037 -1.8 0.0 0.8 0.337
C 2.168871 -0.176682 1.479274 1.3 -0.8 0.5 -0.795
H 1.118095 -2.032269 3.525448 -0.5 1.8 -0.1 0.269
H -2.029909 0.285930 -2.143339 0.0 1.3 1.7 0.400
N 1.497164 0.652774 -0.833578 -4.5 -1.8 -1.9 -0.153
N -0.403794 -0.757488 4.299728 1.0 2.5 -1.4 -0.395
H -0.942635 0.151241 -3.569075 0.6 -2.0 -0.8 0.381
H 2.928184 -0.935975 1.871071 -0.9 0.8 -0.8 0.356
H -0.404222 -2.120600 -3.556602 0.0 -0.2 0.0 0.289
H -1.114046 3.088320 0.013376 -0.2 0.5 -0.1 0.264
H 1.165199 0.255598 -1.799379 0.9 1.1 1.9 0.344
H -1.385027 1.517765 -3.729762 1.3 -0.5 1.9 0.385
H -0.575972 0.233038 4.442070 -0.3 -0.3 0.0 0.208
H -0.754127 -1.303507 5.023050 0.1 -1.4 1.1 0.197
O -0.791534 -0.538923 0.379197 -2.7 -0.6 -3.6 -0.649
H -1.238695 -1.925646 -4.821849 -0.3 -0.5 -0.9 0.293
O -2.546781 0.469562 -1.287998 -1.9 -2.1 -2.0 -0.783
H -1.597293 1.650720 0.011417 -1.8 -0.9 -0.7 0.287
H 2.763201 0.799141 1.464883 -0.8 -1.2 -0.2 0.306
H 0.692365 0.970905 2.649277 -0.1 -1.0 -0.4 0.309
O -0.883159 2.195751 0.246769 2.2 0.7 0.7 -0.594
H 2.258948 1.260761 -1.040741 0.6 0.8 0.4 0.348
H -3.336335 -0.082713 -1.560657 0.6 1.0 1.2 0.332
H 0.832623 -1.218087 -0.146653 2.4 0.8 0.6 0.449
C 1.797780 -0.591294 0.007538 1.4 0.0 -0.5 -0.507
O -0.886422 0.936915 -3.051030 -0.9 2.8 -2.0 -0.696
O -0.966207 -1.499159 -4.024597 0.2 0.3 0.7 -0.617
H 0.527415 1.107118 -0.514314 2.2 -0.2 -0.1 0.221
H -0.758118 -0.161498 1.210778 0.3 1.0 3.0 0.404
```
Positions in Å, forces in eV/Å.

Computed properties:
Net charge: +1
LUMO level (eV): -2.8
Kohn-Sham gap (eV): 7.87



Record 4
An isolated ion of composition C21H36O3PS2 and charge +1 at a distorted geometry, computed with wB97M-V/def2-TZVPD.

```
63
Properties=species:S:1:pos:R:3:forces:R:3:mulliken_charge:R:1
H -3.630911 -3.779374 -2.411159 0.0 0.0 -0.2 0.324
C -1.118570 2.282651 1.044594 0.4 0.2 0.0 0.195
C 1.220049 0.015531 -1.258420 2.3 0.8 -3.0 0.458
S 0.432102 0.195394 -2.883864 -0.6 -0.3 0.4 -0.217
H -2.482616 0.687770 0.475372 0.3 0.0 0.3 0.333
C 1.335893 -0.865601 3.330214 0.1 -0.5 -0.6 0.349
P 0.085497 -1.246119 0.053097 3.0 3.4 -3.2 -0.427
H 3.188310 0.765600 0.446720 -0.2 0.1 0.0 0.519
C 1.528850 -2.029868 2.354321 -0.5 0.9 -1.0 -0.663
C -2.142058 3.135111 1.752281 -0.1 -0.3 0.3 -0.584
C -2.067586 -2.360733 -2.754305 0.7 -0.4 0.1 0.033
H -0.131015 2.366882 1.537075 -0.3 -0.1 -0.1 0.106
C -1.527534 0.835985 1.007912 0.0 -0.2 -0.4 -1.042
H 0.489386 2.602201 -2.356309 0.1 -0.2 0.5 0.396
H 2.531050 -2.462277 2.376190 -0.2 0.1 -0.1 0.283
C 1.676831 1.476754 -0.906324 -0.6 -1.4 0.7 0.153
H 2.639857 -1.791615 4.769840 0.0 0.1 0.1 0.342
C -1.119965 -3.044629 -1.760425 0.1 0.9 -0.3 -0.863
C 2.619612 1.622887 0.096670 0.1 0.5 1.1 -0.231
H 3.627988 -0.224552 -3.538148 0.0 0.2 0.1 0.322
H -1.534654 4.970428 0.791900 0.0 0.0 0.0 0.282
H -0.372862 -1.647219 5.400537 0.3 -0.1 0.0 0.288
H 3.279024 -1.949237 -3.594849 -0.2 0.4 0.1 0.420
H 2.257090 4.969534 0.783146 0.0 -0.8 -0.4 0.403
H -4.658814 -1.973239 -3.797689 0.2 -0.2 -0.2 0.325
C 0.620781 -2.117518 5.463573 -0.1 0.1 -0.2 -1.173
C 2.147521 3.997795 0.262367 -0.7 0.2 -0.2 -0.545
C 1.682690 -1.262346 4.765292 -0.2 -0.1 0.1 -0.631
H 0.760590 -2.799788 2.478744 0.2 0.1 -0.3 0.361
C 1.543577 -0.691673 -3.997045 -0.2 -0.9 0.1 -0.562
O 1.445942 -1.466900 0.865553 -1.1 -1.5 2.2 -0.039
C 1.294320 3.878514 -0.854039 0.8 -0.3 0.3 -0.619
H -0.497597 -3.823208 -2.219338 -0.3 0.2 0.2 0.302
O -0.451522 0.265621 0.192825 -2.3 -0.5 1.6 0.489
H 1.978227 -0.044403 3.017291 0.0 0.1 -0.1 0.170
H -1.468941 -1.937778 -3.577737 -0.3 -0.2 0.2 0.112
H -2.495558 5.190962 2.267468 0.2 0.1 -0.1 0.402
H -4.706518 -3.520640 -4.669700 -0.1 0.1 0.0 0.387
H -3.097766 3.013168 1.230040 0.0 0.2 0.1 0.330
H -2.573872 -1.526992 -2.265240 0.0 0.1 0.1 0.244
H -1.667723 -3.430516 -0.899206 0.2 0.0 0.0 0.391
H 1.664131 -0.069980 -4.879185 0.1 0.2 0.0 0.525
H 0.870075 -2.221053 6.517866 0.0 -0.1 0.0 0.386
C -4.041883 -2.752971 -4.273358 -0.3 0.1 0.1 -1.297
H 3.490169 2.945678 1.591611 -0.5 -0.1 -0.8 0.357
O -0.115517 -2.003989 -1.349103 -1.2 -1.3 1.6 0.285
H -3.513255 -2.300396 -5.117447 0.0 0.0 0.1 0.326
C -3.080354 -3.369172 -3.268363 0.0 0.2 0.1 -0.481
C 2.876973 -0.968470 -3.290680 -0.2 -0.4 -0.4 -0.571
C 1.117739 2.615051 -1.464030 -0.7 1.8 0.2 -0.452
H 1.056706 -1.621469 -4.347132 0.2 0.3 0.4 0.262
H 0.780395 4.780077 -1.218266 0.3 -0.6 -0.1 0.438
H -0.959881 2.642928 0.015530 -0.2 -0.2 0.3 0.167
H 0.556850 -3.121726 5.026455 0.0 0.2 0.1 0.305
H 1.826472 -0.339208 5.324644 0.0 0.0 0.1 0.349
H -2.281227 2.733473 2.773054 -0.1 0.3 -0.3 0.343
H -0.790553 4.710312 2.377672 -0.2 0.0 -0.1 0.306
S 2.622940 -1.037204 -1.505793 1.1 -0.7 0.0 -0.041
C -1.714653 4.587331 1.797643 -0.1 0.2 0.3 -1.179
H -1.567823 0.375880 2.002709 0.0 0.0 -0.2 0.406
C 2.809885 2.860402 0.716471 0.7 0.1 0.4 -0.836
H -2.540137 -4.194969 -3.725359 0.0 -0.2 -0.1 0.360
H 0.293843 -0.527091 3.275835 0.1 0.0 0.0 -0.082
```
Positions in Å, forces in eV/Å.

Computed properties:
Net charge: +1
LUMO level (eV): -6.0
Kohn-Sham gap (eV): 5.09



> Which of these has the highest LUMO level?

C10H9ClO3S



> Look up the Kohn-Sham gap of the third one.

7.87 eV



> The highest Kohn-Sham gap belongs to which entry?

C10H9ClO3S



> The highest Kohn-Sham gap belongs to which entry?

C10H9ClO3S